Below is a gas-phase ion, C5H14NS (charge +1), with properties calculated with ωB97M-V/def2-TZVPD.

Each line ends with the Löwdin charge.
Atoms and positions in Å:
C1 1.17757 1.56414 -0.04349  -0.087
C2 1.92673 0.28910 0.32047  -0.236
C3 1.61121 -0.92335 -0.55268  -0.233
N1 0.19753 -0.98753 -1.02684  -0.312
S1 -0.94035 -1.70476 -0.05254  1.153
C4 -1.80621 -0.39775 0.85729  -0.403
C5 -2.45884 0.60045 -0.10235  -0.122
H1 1.41209 1.88063 -1.06128  0.090
H2 1.45318 2.36983 0.63452  0.087
H3 0.09459 1.44150 0.00479  0.034
H4 1.80583 0.03916 1.37845  0.107
H5 2.99607 0.47804 0.20004  0.119
H6 1.86135 -1.85855 -0.04210  0.110
H7 2.20025 -0.90490 -1.46990  0.131
H8 0.12660 -1.43872 -1.93354  0.099
H9 -0.13691 -2.11921 0.95039  0.036
H10 -1.11483 0.05106 1.56745  0.090
H11 -2.54728 -0.98177 1.41020  0.094
H12 -2.19637 1.61822 0.17767  0.084
H13 -3.54236 0.51033 -0.08410  0.086
H14 -2.11987 0.47407 -1.13246  0.072

Values from the calculation:
relative energy (zero: lowest compared OMol25 entry of this formula, charge and spin)	36.0	kcal/mol
highest occupied orbital energy	-15.0	eV
spin multiplicity	1
max |F|	0.5	eV Å⁻¹
charge	+1